1.
This record from OMol25 describes a molecular structure, C14H21BF4N7OV in a non-equilibrium geometry. The level of theory is wB97M-V/def2-TZVPD.

Atoms and positions in Å:
O  -0.608  -2.342  0.963
V  -0.112  -1.105  1.770
B  -0.618  0.258  -0.680
F  -1.491  0.070  0.444
F  -0.938  1.350  -1.431
F  0.670  0.404  -0.057
F  -0.546  -0.891  -1.458
C  -4.498  -1.323  3.535
C  -3.088  -1.225  3.207
N  -1.979  -1.099  2.946
H  -5.072  -1.713  2.701
H  -4.798  -0.344  3.901
H  -4.583  -2.049  4.351
C  3.840  -1.014  -0.522
C  2.916  -2.145  -0.543
N  2.210  -3.049  -0.547
H  4.364  -0.984  0.433
H  3.279  -0.097  -0.688
H  4.604  -1.088  -1.294
C  -3.661  -1.504  -1.422
C  -4.362  -0.822  -0.346
N  -4.855  -0.277  0.529
H  -4.287  -2.215  -1.955
H  -2.752  -1.955  -1.032
H  -3.306  -0.772  -2.153
C  -0.242  3.548  2.190
C  -0.093  2.140  2.431
N  0.058  1.021  2.625
H  0.509  4.094  2.767
H  -1.220  3.986  2.375
H  -0.026  3.766  1.139
C  3.945  2.356  1.024
C  3.484  2.841  2.348
N  3.103  3.211  3.364
H  4.836  1.753  1.178
H  4.047  3.244  0.410
H  3.168  1.676  0.677
C  -0.351  -3.711  -3.029
C  -1.411  -4.237  -2.168
N  -2.288  -4.587  -1.515
H  -0.801  -3.085  -3.796
H  0.139  -4.545  -3.527
H  0.328  -3.160  -2.384
C  1.676  2.287  -2.795
C  2.831  3.200  -2.779
N  3.743  3.899  -2.777
H  1.847  1.433  -2.146
H  1.576  1.964  -3.829
H  0.810  2.837  -2.437

Force components x, y, z for each atom (eV/Å):
1.462 1.498 1.488
-3.770 0.226 -1.942
0.265 -0.154 -1.970
0.413 -0.543 0.823
-0.110 0.003 0.610
0.552 -0.478 1.017
-0.267 0.196 0.450
0.504 -0.496 0.745
0.004 0.125 -0.387
1.117 -0.373 -0.365
0.002 0.419 -0.246
-0.371 -0.006 -0.252
-0.006 0.139 0.041
0.096 0.006 -0.031
0.422 0.172 -0.074
-0.317 0.002 0.179
-0.117 0.068 0.050
0.021 0.050 0.064
-0.136 -0.190 -0.117
0.365 0.484 -0.399
0.314 -0.343 -0.522
-0.281 0.251 0.625
-0.005 -0.187 0.254
-0.223 -0.376 0.045
-0.198 0.116 0.060
0.463 0.991 -0.507
-0.215 0.074 0.266
0.202 -0.817 -0.289
-0.020 -0.162 0.144
-0.172 -0.504 0.310
0.052 -0.270 0.011
-0.727 0.074 1.395
0.271 -0.321 -0.486
-0.226 0.039 0.100
0.315 0.368 -0.271
0.335 -0.308 -0.478
-0.065 0.229 -0.374
-0.317 -0.429 0.207
-0.244 0.126 -0.179
0.138 -0.002 0.092
0.075 0.186 0.094
0.199 0.067 0.104
0.204 0.074 -0.289
0.672 0.640 -0.152
0.030 -0.241 0.203
-0.113 -0.078 0.111
0.034 -0.046 -0.022
-0.417 -0.139 0.076
-0.209 -0.162 -0.211

## Properties
* multiplicity: 2
* net charge: +1
* E_LUMO (spin up / spin down): -6.63 / -6.15 eV
* energy above the lowest of the compared OMol25 structures with the same formula, charge and spin: 0.439 eV
* frontier orbital gap (spin up / spin down): 7.106 / 7.586 eV
* expectation value of S²: 0.80

***

2.
This record from OMol25 describes 2 unconnected molecules or ions with the total composition C11H15N in a non-equilibrium geometry. The level of theory is wB97M-V/def2-TZVPD.

Atoms and positions in Å:
C  1.055  -0.319  1.957
C  2.160  0.292  2.807
H  1.473  -0.427  0.969
H  0.809  -1.352  2.206
H  0.115  0.224  1.970
H  2.809  0.914  2.198
H  1.763  0.887  3.636
H  2.711  -0.408  3.443
C  -1.522  2.590  -1.161
C  0.269  -0.684  -1.258
C  -0.866  0.096  -0.925
C  -0.565  1.449  -1.339
C  0.659  1.424  -1.908
C  0.236  -2.050  -1.026
C  -0.921  -2.611  -0.491
C  -1.926  -0.469  -0.229
C  -1.990  -1.842  -0.030
N  1.223  0.153  -1.781
H  1.964  -0.197  -2.362
H  0.951  -2.800  -1.295
H  1.228  2.187  -2.415
H  -0.950  -3.693  -0.515
H  -2.664  0.170  0.244
H  -2.456  2.214  -0.757
H  -1.689  3.193  -2.054
H  -2.775  -2.227  0.593
H  -1.101  3.288  -0.474

Force components x, y, z for each atom (eV/Å):
0.496 -0.794 0.078
-0.534 0.159 1.505
-0.384 0.292 -0.549
-0.003 -0.003 0.456
0.119 0.278 -0.267
0.247 -0.003 0.204
-0.258 0.526 -0.418
0.399 -0.395 -0.845
0.436 -0.174 -0.342
-0.702 -0.061 0.199
1.000 0.227 -0.062
-0.819 -0.056 -0.113
0.600 -0.297 -0.018
-0.967 -0.760 -0.057
0.311 -0.113 -0.316
-0.377 -0.153 0.442
0.658 0.949 0.043
-0.234 -0.147 -0.343
0.075 0.175 0.021
0.827 0.283 -0.324
-0.076 0.145 0.120
-0.151 -0.029 0.485
-0.157 -0.009 -0.273
-0.189 0.164 -0.101
-0.188 -0.359 -0.244
-0.296 -0.399 -0.157
0.165 0.554 0.878

## Properties
* net charge: 0
* E_LUMO: 0.92 eV
* energy above the lowest of the compared OMol25 structures with the same formula, charge and spin: 0.675 eV
* frontier orbital gap: 8.807 eV

***

Number 1: molar mass 441.12 g mol⁻¹. Number 2: molar mass 161.25 g mol⁻¹.